## w
DFT (ωB97M-V with the def2-TZVPD basis set) results for a cluster of 2 separate species, H2NO2P in total.

Calculated values
LUMO (alpha / beta) (eV): -1.5 / -1.9
HOMO energy (alpha / beta) (Ha): -0.369 / -0.335
Charge: 0

Each line ends with the natural charge from an NBO analysis.
Cartesian coordinates (Å):
N: -1.021 -0.753 -1.047  -0.2022
O: 1.269 0.701 0.062  -1.0038
O: -1.226 -0.620 0.168  -0.5543
P: -0.791 -0.244 1.535  0.9720
H: -0.068 -0.219 -1.335  0.3554
H: 1.838 1.135 0.617  0.4329

## x
DFT (ωB97M-V with the def2-TZVPD basis set) results for a cluster of 2 separate species, H2NO2P in total.

Calculated values
LUMO (alpha / beta) (eV): -1.9 / -2.0
HOMO energy (alpha / beta) (Ha): -0.390 / -0.390
Charge: 0

Each line ends with the natural charge from an NBO analysis.
Cartesian coordinates (Å):
N: 0.498 1.103 -0.867  -0.4278
O: -1.186 -2.163 1.089  -0.9861
O: -0.016 -0.680 -0.225  -0.7836
P: -1.105 -0.711 0.922  1.4905
H: 1.622 0.989 -0.911  0.3753
H: 0.187 1.462 -0.008  0.3317

It is x that is the most stable of them.

## w
DFT (ωB97M-V with the def2-TZVPD basis set) results for a cluster of 2 separate species, C6H16 in total.

Calculated values
Structure (SMILES): CC(C)C.CC
LUMO (eV): 1.0
HOMO energy (Ha): -0.414
Charge: 0

Each line ends with the natural charge from an NBO analysis.
Cartesian coordinates (Å):
C: -0.782 2.218 1.845  -0.6075
C: 0.572 1.771 1.321  -0.2256
C: 0.866 0.320 1.716  -0.6105
C: 0.586 1.941 -0.207  -0.5965
H: -0.933 1.947 2.885  0.2077
H: -1.582 1.878 1.191  0.2042
H: -0.877 3.308 1.898  0.2078
H: 1.398 2.351 1.695  0.1945
H: 0.341 0.010 2.620  0.2063
H: 0.566 -0.382 0.937  0.2007
H: 1.926 0.079 1.822  0.2087
H: 0.478 3.018 -0.373  0.2030
H: 1.535 1.618 -0.625  0.2073
H: -0.284 1.468 -0.659  0.1997
C: -0.263 -2.607 -2.831  -0.6115
C: -0.845 -3.296 -1.552  -0.6406
H: -0.191 -1.518 -2.766  0.1990
H: 0.755 -2.874 -3.041  0.2025
H: -0.956 -2.737 -3.645  0.2023
H: -1.786 -3.755 -1.835  0.2218
H: -1.275 -2.508 -0.922  0.2026
H: 0.058 -3.695 -1.116  0.2242

## x
DFT (ωB97M-V with the def2-TZVPD basis set) results for a cluster of 2 separate species, C6H16 in total.

Calculated values
Structure (SMILES): CC(C)C.CC
LUMO (eV): 1.0
HOMO energy (Ha): -0.404
Charge: 0

Each line ends with the natural charge from an NBO analysis.
Cartesian coordinates (Å):
C: -0.047 0.340 -1.943  -0.6041
C: -0.205 -1.036 -1.323  -0.2365
C: -1.480 -1.136 -0.456  -0.6161
C: -0.027 -2.008 -2.490  -0.6182
H: -0.656 0.481 -2.812  0.2022
H: 1.032 0.381 -2.328  0.2031
H: -0.251 1.252 -1.305  0.2094
H: 0.742 -1.156 -0.631  0.1956
H: -2.435 -0.646 -0.821  0.2120
H: -1.709 -2.168 -0.184  0.2113
H: -1.316 -0.598 0.572  0.2095
H: 0.976 -2.058 -2.884  0.2174
H: -0.333 -3.109 -2.213  0.2036
H: -0.787 -1.972 -3.319  0.2107
C: 0.175 1.628 3.220  -0.6260
C: 1.413 1.652 2.305  -0.6118
H: -0.210 2.708 3.214  0.2099
H: -0.712 0.940 3.037  0.2106
H: 0.577 1.346 4.166  0.2040
H: 2.249 1.527 3.022  0.2089
H: 1.681 2.661 1.665  0.1960
H: 1.325 0.972 1.508  0.2086

It is w that is the most stable of them.

## w
DFT (ωB97M-V with the def2-TZVPD basis set) results for a cluster of 2 separate species, C6H16 in total.

Calculated values
Structure (SMILES): CC(C)C.CC
LUMO (eV): 1.0
HOMO energy (Ha): -0.392
Charge: 0

Each line ends with the natural charge from an NBO analysis.
Cartesian coordinates (Å):
C: 0.279 1.402 2.174  -0.6136
C: 1.010 1.061 0.799  -0.2198
C: -0.052 0.969 -0.257  -0.5968
C: 1.946 2.144 0.157  -0.6115
H: -0.081 2.409 2.223  0.2093
H: 1.118 1.160 2.912  0.2063
H: -0.523 0.677 2.320  0.2106
H: 1.598 0.147 0.841  0.1959
H: 0.394 0.636 -1.151  0.1991
H: -0.964 0.285 0.055  0.1946
H: -0.505 1.990 -0.446  0.1997
H: 1.472 2.637 -0.682  0.2121
H: 2.329 2.673 0.988  0.2150
H: 2.763 1.534 -0.450  0.2006
C: -1.296 -2.918 -0.616  -0.5988
C: -1.462 -1.983 -1.843  -0.6289
H: -1.596 -3.959 -0.735  0.2029
H: -0.194 -2.930 -0.223  0.1926
H: -1.978 -2.469 0.124  0.1957
H: -0.774 -2.298 -2.655  0.1988
H: -0.980 -1.027 -1.576  0.2208
H: -2.504 -2.141 -1.960  0.2154

## x
DFT (ωB97M-V with the def2-TZVPD basis set) results for a cluster of 2 separate species, C6H16 in total.

Calculated values
Structure (SMILES): CCC.CCC
LUMO (eV): 1.1
HOMO energy (Ha): -0.412
Charge: 0

Each line ends with the natural charge from an NBO analysis.
Cartesian coordinates (Å):
C: 0.891 0.422 -1.730  -0.6072
C: 2.178 0.358 -0.899  -0.3926
C: 2.323 -0.996 -0.200  -0.6052
H: 1.012 -0.170 -2.618  0.2040
H: 0.550 1.423 -1.958  0.2104
H: 0.119 -0.055 -1.126  0.1981
H: 3.090 0.538 -1.478  0.1953
H: 2.145 1.114 -0.107  0.1894
H: 2.034 -1.716 -0.953  0.1958
H: 3.313 -1.245 0.197  0.2130
H: 1.525 -1.089 0.545  0.1983
C: -1.322 -0.907 1.633  -0.6218
C: -1.648 0.577 1.384  -0.4088
C: -2.334 0.868 0.011  -0.6159
H: -1.135 -1.293 0.596  0.1980
H: -1.931 -1.663 2.127  0.2142
H: -0.337 -1.076 2.032  0.2063
H: -2.181 1.157 2.129  0.2075
H: -0.641 0.983 1.275  0.1977
H: -2.537 -0.044 -0.520  0.2055
H: -3.376 1.208 0.217  0.2046
H: -1.739 1.606 -0.557  0.2133

## y
DFT (ωB97M-V with the def2-TZVPD basis set) results for a cluster of 2 separate species, C6H16 in total.

Calculated values
Structure (SMILES): CCC.CCC
LUMO (eV): 1.1
HOMO energy (Ha): -0.414
Charge: 0

Each line ends with the natural charge from an NBO analysis.
Cartesian coordinates (Å):
C: -2.060 0.893 0.127  -0.6125
C: -2.143 0.649 -1.392  -0.4025
C: -1.926 -0.815 -1.805  -0.6060
H: -3.018 1.069 0.600  0.2066
H: -1.643 0.033 0.657  0.1975
H: -1.416 1.731 0.389  0.2083
H: -1.438 1.297 -1.897  0.1979
H: -3.127 1.012 -1.705  0.1955
H: -0.853 -1.018 -1.852  0.2023
H: -2.457 -1.015 -2.728  0.2116
H: -2.245 -1.465 -1.000  0.2014
C: 2.019 0.515 -0.091  -0.6009
C: 2.599 -0.424 0.979  -0.3953
C: 1.615 -0.802 2.068  -0.6099
H: 1.180 0.041 -0.605  0.1967
H: 1.771 1.522 0.220  0.2026
H: 2.797 0.636 -0.854  0.2038
H: 3.462 0.095 1.393  0.1969
H: 2.916 -1.312 0.431  0.1949
H: 0.595 -0.886 1.696  0.1995
H: 1.550 -0.015 2.822  0.2028
H: 1.823 -1.740 2.548  0.2089

## z
DFT (ωB97M-V with the def2-TZVPD basis set) results for a cluster of 2 separate species, C6H16 in total.

Calculated values
Structure (SMILES): CC(C)C.CC
LUMO (eV): 1.1
HOMO energy (Ha): -0.406
Charge: 0

Each line ends with the natural charge from an NBO analysis.
Cartesian coordinates (Å):
C: 0.529 2.882 0.363  -0.6016
C: 0.400 1.379 -0.067  -0.2242
C: -1.091 1.172 -0.235  -0.6118
C: 1.093 1.072 -1.365  -0.6073
H: 0.205 2.946 1.399  0.2095
H: -0.178 3.419 -0.264  0.2014
H: 1.548 3.228 0.211  0.2063
H: 0.735 0.671 0.698  0.1964
H: -1.710 1.572 0.568  0.2096
H: -1.554 1.607 -1.132  0.2029
H: -1.371 0.126 -0.397  0.2025
H: 2.169 1.228 -1.461  0.2098
H: 0.937 0.032 -1.659  0.2096
H: 0.596 1.771 -2.049  0.1983
C: 0.302 -2.373 0.535  -0.6183
C: -0.828 -3.357 0.753  -0.6137
H: -0.167 -1.496 0.082  0.2055
H: 0.627 -1.962 1.494  0.2036
H: 1.120 -2.817 -0.019  0.2128
H: -0.627 -4.001 1.625  0.1982
H: -0.903 -4.117 -0.030  0.2035
H: -1.831 -2.982 0.949  0.2069

It is y that is the most stable of them.

## w
DFT (ωB97M-V with the def2-TZVPD basis set) results for a cluster of 2 separate species, C6H16 in total.

Calculated values
Structure (SMILES): CCC.CCC
LUMO (eV): 1.1
HOMO energy (Ha): -0.406
Charge: 0

Each line ends with the natural charge from an NBO analysis.
Cartesian coordinates (Å):
C: -2.783 -0.048 -0.615  -0.6171
C: -1.877 -0.260 0.564  -0.4006
C: -1.890 0.995 1.443  -0.6000
H: -2.395 0.776 -1.230  0.1979
H: -3.820 0.266 -0.480  0.2105
H: -2.893 -0.904 -1.286  0.2093
H: -2.347 -0.997 1.255  0.1923
H: -0.875 -0.601 0.340  0.2037
H: -2.886 1.064 1.862  0.2019
H: -1.190 0.933 2.279  0.2052
H: -1.670 1.904 0.890  0.1964
C: 2.341 -1.503 -0.176  -0.6158
C: 1.671 -0.259 -0.637  -0.4041
C: 2.551 0.991 -0.604  -0.6029
H: 2.861 -2.059 -0.965  0.2072
H: 1.707 -2.307 0.233  0.2091
H: 3.026 -1.303 0.664  0.2025
H: 1.205 -0.404 -1.633  0.1970
H: 0.820 -0.042 0.009  0.1950
H: 2.711 1.297 0.433  0.2011
H: 3.515 0.965 -1.103  0.2049
H: 1.984 1.786 -1.102  0.2066

## x
DFT (ωB97M-V with the def2-TZVPD basis set) results for a cluster of 2 separate species, C6H16 in total.

Calculated values
Structure (SMILES): CC(C)C.CC
LUMO (eV): 1.1
HOMO energy (Ha): -0.408
Charge: 0

Each line ends with the natural charge from an NBO analysis.
Cartesian coordinates (Å):
C: 1.997 0.679 0.439  -0.6050
C: 1.011 -0.491 0.477  -0.2294
C: 0.983 -1.235 -0.886  -0.6066
C: 1.215 -1.503 1.622  -0.6083
H: 1.669 1.580 -0.069  0.2145
H: 2.939 0.295 0.053  0.2006
H: 2.252 0.925 1.479  0.2034
H: 0.007 -0.116 0.516  0.1946
H: 1.945 -1.159 -1.407  0.2000
H: 0.802 -2.296 -0.772  0.2036
H: 0.182 -0.913 -1.556  0.2077
H: 1.830 -1.038 2.406  0.2011
H: 0.278 -1.711 2.134  0.2170
H: 1.780 -2.348 1.258  0.2070
C: -1.934 1.818 -0.632  -0.6203
C: -2.754 0.555 -0.816  -0.6243
H: -0.946 1.621 -0.235  0.2056
H: -1.778 2.405 -1.538  0.2096
H: -2.454 2.467 0.059  0.2089
H: -2.294 -0.355 -0.428  0.2045
H: -3.703 0.556 -0.267  0.2066
H: -3.027 0.264 -1.836  0.2093

It is w that is the most stable of them.